1.
This record from the OMol25 dataset describes 2 unconnected molecules or ions with the total composition C2H2N2O2S. The level of theory is ωB97M-V with the def2-TZVPD basis set.

Structure (ORCA input):
```
! wB97M-V def2-TZVPD RIJCOSX def2/J DEFGRID3
* xyz 0 3
C 0.990 0.383 0.218
C 1.117 0.496 1.482
N -1.317 -0.843 0.038
N -2.058 -0.472 -0.730
O 0.225 -0.330 -2.182
O -2.812 -0.189 -1.516
S 1.428 -0.039 -1.308
H 1.499 -0.404 1.974
H 0.928 1.398 2.025
*
```

Calculated values
HOMO energy (alpha / beta): -0.2647 / -0.3906 Ha
HOMO-LUMO gap (alpha / beta): 7.59 / 8.13 eV
LUMO (alpha / beta): 0.390 / -2.495 eV

Partial atomic charges computed with the Löwdin method, in multiples of e: number 1, C, carries -0.480; number 2, C, carries -0.069; number 3, N, carries 0.225; number 4, N, carries -0.326; number 5, O, carries -0.519; number 6, O, carries 0.145; number 7, S, carries 0.888; number 8, H, carries 0.076; number 9, H, carries 0.060

=====

2.
This record from the OMol25 dataset describes a gas-phase ion, C2H3O3S (charge -1). The level of theory is ωB97M-V with the def2-TZVPD basis set.

Structure (ORCA input):
```
! wB97M-V def2-TZVPD RIJCOSX def2/J DEFGRID3
* xyz -1 3
C -0.937 -0.061 -1.199
C 0.294 -0.273 0.779
O -0.778 0.569 2.933
O 0.362 -1.726 2.849
O -0.562 0.481 -0.074
S -0.661 -0.771 2.299
H -1.606 0.807 -1.773
H 0.729 -1.157 0.354
H 0.997 0.446 1.084
*
```

Calculated values
HOMO energy (alpha / beta): -0.1084 / -0.1191 Ha
HOMO-LUMO gap (alpha / beta): 7.07 / 5.71 eV
LUMO (alpha / beta): 4.117 / 2.467 eV

Partial atomic charges computed with the Löwdin method, in multiples of e: number 1, C, carries -0.046; number 2, C, carries -0.350; number 3, O, carries -0.576; number 4, O, carries -0.604; number 5, O, carries -0.267; number 6, S, carries 0.620; number 7, H, carries 0.078; number 8, H, carries 0.073; number 9, H, carries 0.072

=====

3.
This record from the OMol25 dataset describes a molecular structure, C12H34O6V. The level of theory is ωB97M-V with the def2-TZVPD basis set.

Structure (ORCA input):
```
! wB97M-V def2-TZVPD RIJCOSX def2/J DEFGRID3
* xyz 0 4
V 0.427 0.183 -0.035
O 3.144 0.724 -0.752
H 3.237 0.829 -1.718
O -2.309 -0.448 0.548
H -2.993 -1.144 0.592
C -1.907 4.453 -0.821
C -1.627 3.563 -2.033
C -1.355 4.409 -3.303
O -0.434 2.905 -1.770
H -1.094 5.152 -0.626
H -2.035 3.800 0.043
H -2.757 5.122 -0.954
H -2.442 2.844 -2.112
H -0.540 5.097 -3.077
H -2.188 5.056 -3.576
H -1.022 3.799 -4.142
H 0.247 3.499 -2.093
C 0.456 0.882 5.266
C -0.131 1.735 4.159
C -0.037 3.236 4.502
O 0.721 1.569 3.066
H 1.511 1.090 5.446
H 0.399 -0.162 4.959
H -0.143 1.112 6.147
H -1.128 1.406 3.865
H -0.894 3.441 5.143
H -0.156 3.933 3.672
H 0.869 3.556 5.018
H 1.633 1.606 3.363
C 0.577 -3.371 -4.453
C 0.691 -1.861 -4.278
C -0.182 -1.045 -5.240
O 0.249 -1.610 -2.920
H 1.143 -3.945 -3.720
H 0.961 -3.647 -5.435
H -0.462 -3.676 -4.323
H 1.748 -1.625 -4.397
H -1.187 -1.467 -5.238
H 0.284 -1.118 -6.222
H -0.168 -0.022 -4.863
H -0.612 -2.029 -2.858
C -0.129 -4.474 1.221
C 0.576 -3.464 2.165
C 1.502 -4.142 3.190
O 1.350 -2.648 1.326
H -0.803 -3.910 0.576
H -0.716 -5.192 1.793
H 0.555 -5.038 0.587
H -0.198 -2.889 2.674
H 2.242 -4.734 2.653
H 0.968 -4.886 3.781
H 1.911 -3.467 3.942
H 2.246 -2.987 1.264
*
```

Calculated values
HOMO energy (alpha / beta): -0.2861 / -0.2872 Ha
HOMO-LUMO gap (alpha / beta): 6.46 / 7.10 eV
LUMO (alpha / beta): -1.322 / -0.718 eV

Partial atomic charges computed with the Löwdin method, in multiples of e: number 1, V, carries 1.267; number 2, O, carries -0.533; number 3, H, carries -0.133; number 4, O, carries -0.573; number 5, H, carries -0.136; number 6, C, carries -0.058; number 7, C, carries -0.491; number 8, C, carries -0.047; number 9, O, carries -0.078; number 10, H, carries 0.079; number 11, H, carries 0.079; number 12, H, carries 0.078; number 13, H, carries 0.143; number 14, H, carries 0.078; number 15, H, carries 0.081; number 16, H, carries 0.079; number 17, H, carries 0.087; number 18, C, carries -0.057; number 19, C, carries -0.484; number 20, C, carries -0.056; number 21, O, carries -0.088; number 22, H, carries 0.084; number 23, H, carries 0.079; number 24, H, carries 0.086; number 25, H, carries 0.148; number 26, H, carries 0.074; number 27, H, carries 0.075; number 28, H, carries 0.080; number 29, H, carries 0.091; number 30, C, carries -0.066; number 31, C, carries -0.467; number 32, C, carries -0.046; number 33, O, carries -0.095; number 34, H, carries 0.081; number 35, H, carries 0.081; number 36, H, carries 0.080; number 37, H, carries 0.138; number 38, H, carries 0.081; number 39, H, carries 0.081; number 40, H, carries 0.078; number 41, H, carries 0.078; number 42, C, carries -0.050; number 43, C, carries -0.480; number 44, C, carries -0.054; number 45, O, carries -0.082; number 46, H, carries 0.072; number 47, H, carries 0.074; number 48, H, carries 0.078; number 49, H, carries 0.136; number 50, H, carries 0.082; number 51, H, carries 0.077; number 52, H, carries 0.078; number 53, H, carries 0.093

=====

Record order is preserved below.
F_max: 6.4, 4.4, 2.9 eV/A
Record order is preserved below.
Energy relative to the best compared isomer or geometry (same formula, charge and spin): 217.45, 118.14, 756.20 kJ/mol